No. 1
A cluster of 10 separate species, C48H120F24N6O6P4 in total at a distorted geometry, computed with the ωB97M-V functional and the def2-TZVPD basis.

The spin multiplicity is 2. For the HOMO-LUMO gap (spin up / spin down), the calculation gives 2.306 / 8.341 eV. The energy is -175324.3477 eV. Its total charge is +1.

Structure (XYZ):
```
208
C48H120F24N6O6P4 | the OMol25 dataset | the ωB97M-V functional and the def2-TZVPD basis
C 27.408 -20.243 9.400
C 27.870 -21.257 10.550
N 28.362 -20.681 11.969
C 29.521 -19.721 11.638
C 27.267 -19.958 12.693
C 26.394 -20.926 13.617
C 29.012 -21.915 12.754
C 29.625 -21.460 14.101
O 31.033 -21.138 13.826
C 31.797 -20.780 14.943
H 28.156 -19.493 9.142
H 26.494 -19.668 9.550
H 27.200 -20.832 8.507
H 28.526 -22.018 10.127
H 26.943 -21.800 10.736
H 30.148 -19.538 12.510
H 29.005 -18.851 11.229
H 30.206 -20.238 10.966
H 26.685 -19.401 11.959
H 27.741 -19.138 13.233
H 25.882 -21.782 13.178
H 25.653 -20.239 14.027
H 27.075 -21.251 14.403
H 29.715 -22.352 12.045
H 28.217 -22.610 13.023
H 29.780 -22.348 14.714
H 29.124 -20.666 14.655
H 31.787 -21.587 15.677
H 31.461 -19.819 15.332
H 32.868 -20.692 14.760
C 28.627 -17.963 5.787
C 29.772 -16.936 6.059
N 29.575 -16.052 7.291
C 28.128 -15.687 7.494
C 30.112 -16.843 8.541
C 29.863 -16.095 9.912
C 30.514 -14.786 7.089
C 32.002 -14.854 7.255
O 32.455 -15.881 6.405
C 33.822 -16.059 6.374
H 28.946 -18.726 5.077
H 27.744 -17.442 5.416
H 28.545 -18.503 6.730
H 29.741 -16.231 5.229
H 30.749 -17.413 6.124
H 27.490 -16.521 7.788
H 27.832 -15.220 6.555
H 28.177 -14.967 8.310
H 31.181 -17.048 8.493
H 29.522 -17.756 8.629
H 30.423 -15.165 9.814
H 30.252 -16.617 10.787
H 28.848 -15.926 10.272
H 29.982 -14.012 7.643
H 30.265 -14.517 6.062
H 32.416 -15.124 8.227
H 32.531 -13.953 6.943
H 34.011 -16.828 5.624
H 34.242 -16.382 7.327
H 34.443 -15.234 6.025
C 38.363 -18.949 13.589
C 37.208 -19.976 13.709
N 37.144 -21.122 12.572
C 37.342 -20.474 11.193
C 38.298 -22.145 12.586
C 38.459 -22.807 13.962
C 35.745 -21.756 12.757
C 34.504 -21.055 12.089
O 34.488 -19.677 12.405
C 33.529 -18.731 11.914
H 38.158 -18.222 12.803
H 39.325 -19.454 13.497
H 38.404 -18.379 14.517
H 36.243 -19.471 13.698
H 37.338 -20.360 14.721
H 37.319 -21.196 10.377
H 38.296 -19.947 11.153
H 36.482 -19.811 11.101
H 39.131 -21.448 12.492
H 38.388 -22.871 11.778
H 38.926 -23.790 13.900
H 37.551 -22.727 14.559
H 39.178 -22.180 14.488
H 35.570 -21.784 13.833
H 35.840 -22.705 12.229
H 33.558 -21.448 12.462
H 34.395 -21.303 11.034
H 33.897 -17.713 11.781
H 32.713 -18.816 12.632
H 33.093 -18.989 10.950
C 23.913 -17.710 13.168
C 23.403 -17.346 11.794
N 21.866 -17.067 11.806
C 21.618 -15.752 12.544
C 21.383 -17.125 10.356
C 21.490 -15.795 9.557
C 21.030 -18.140 12.633
C 20.752 -19.501 11.953
O 21.942 -20.265 11.873
C 21.987 -21.717 11.725
H 23.507 -17.119 13.989
H 25.002 -17.717 13.185
H 23.568 -18.728 13.355
H 23.447 -18.272 11.220
H 23.864 -16.523 11.249
H 20.628 -15.389 12.271
H 22.429 -15.077 12.270
H 21.756 -15.791 13.624
H 20.314 -17.330 10.418
H 21.971 -17.963 9.981
H 21.040 -14.890 9.964
H 20.979 -15.875 8.598
H 22.524 -15.467 9.449
H 20.034 -17.698 12.676
H 21.457 -18.170 13.635
H 20.058 -19.307 11.135
H 20.166 -20.156 12.598
H 23.027 -22.005 11.567
H 21.431 -22.091 10.866
H 21.729 -22.263 12.632
C 28.387 -27.284 19.104
C 28.391 -26.151 20.124
N 29.705 -26.003 20.893
C 29.559 -24.666 21.613
C 29.764 -27.180 21.926
C 28.592 -27.355 22.913
C 30.978 -26.097 19.986
C 31.110 -25.058 18.806
O 30.129 -25.094 17.790
C 30.326 -24.060 16.883
H 28.570 -28.238 19.599
H 29.152 -27.360 18.330
H 27.506 -27.273 18.463
H 27.624 -26.273 20.889
H 27.996 -25.235 19.683
H 30.430 -24.020 21.499
H 29.630 -24.700 22.701
H 28.638 -24.146 21.351
H 30.737 -27.089 22.408
H 30.022 -28.025 21.288
H 27.588 -27.541 22.533
H 28.556 -26.473 23.552
H 28.731 -28.239 23.536
H 30.993 -27.100 19.560
H 31.742 -25.849 20.723
H 32.150 -25.126 18.487
H 31.000 -24.045 19.193
H 29.563 -24.107 16.106
H 31.313 -24.215 16.446
H 30.362 -23.021 17.211
C 33.870 -18.670 21.603
C 35.103 -19.242 20.884
N 35.861 -20.394 21.596
C 37.065 -20.771 20.642
C 36.531 -19.932 22.921
C 37.110 -21.069 23.767
C 34.886 -21.584 21.884
C 33.903 -21.912 20.793
O 34.504 -22.250 19.592
C 34.045 -21.772 18.307
H 33.369 -19.397 22.242
H 33.166 -18.223 20.901
H 34.026 -18.089 22.512
H 35.876 -18.473 20.901
H 34.904 -19.578 19.866
H 37.731 -21.547 21.019
H 37.552 -19.829 20.393
H 36.541 -20.997 19.713
H 35.665 -19.483 23.408
H 37.308 -19.274 22.532
H 36.386 -21.839 24.033
H 37.586 -20.547 24.597
H 37.895 -21.459 23.120
H 34.330 -21.412 22.805
H 35.499 -22.481 21.966
H 33.120 -21.173 20.623
H 33.302 -22.806 20.962
H 34.481 -22.497 17.621
H 34.359 -20.768 18.021
H 32.979 -21.925 18.136
P 24.582 -18.054 7.301
F 23.679 -18.527 6.095
F 23.631 -16.724 7.433
F 23.583 -18.821 8.303
F 25.538 -17.442 8.428
F 25.467 -19.517 7.252
F 25.440 -17.286 6.192
P 32.063 -21.021 7.941
F 31.920 -22.104 9.132
F 33.627 -20.836 8.419
F 32.531 -22.216 6.863
F 32.258 -19.799 6.821
F 30.429 -21.138 7.613
F 31.703 -19.949 9.157
P 25.173 -24.649 11.009
F 25.950 -25.966 11.668
F 23.676 -25.171 11.464
F 25.356 -23.796 12.379
F 24.427 -23.310 10.437
F 26.605 -24.017 10.526
F 24.982 -25.337 9.594
P 28.088 -16.000 14.053
F 29.368 -16.930 13.792
F 27.285 -17.077 14.903
F 28.672 -15.687 15.561
F 26.968 -14.883 14.371
F 28.936 -14.953 13.232
F 27.305 -16.591 12.748
```

No. 2
A cluster of 8 separate species, C48H120N8O16 in total at a distorted geometry, computed with the ωB97M-V functional and the def2-TZVPD basis.

Its structure (SMILES) is COCCNCCOC.COCCNCCOC.COCCNCCOC.COCCNCCOC.COCCNCCOC.COCCNCCOC.COCCNCCOC.COCCNCCOC. For the HOMO-LUMO gap, the calculation gives 8.838 eV. The energy is -96384.5826 eV. Its total charge is 0. The energy relative to the best compared isomer or geometry (same formula, charge and spin) is 188.1 kcal per mole.

Structure (XYZ):
```
192
C48H120N8O16 | the OMol25 dataset | the ωB97M-V functional and the def2-TZVPD basis
C 5.243 -0.912 3.406
O 6.025 -1.182 2.264
C 5.407 -0.898 1.090
C 4.490 -2.027 0.572
N 5.207 -3.302 0.432
C 4.365 -4.379 -0.088
C 5.191 -5.681 -0.388
O 4.722 -6.843 0.317
C 3.380 -7.225 -0.108
H 5.923 -0.374 4.067
H 4.810 -1.840 3.780
H 4.342 -0.304 3.325
H 6.133 -0.663 0.312
H 4.874 0.049 1.167
H 4.058 -1.607 -0.337
H 3.668 -2.107 1.283
H 5.509 -3.491 1.377
H 3.690 -3.961 -0.835
H 3.690 -4.745 0.686
H 6.256 -5.543 -0.202
H 5.249 -5.653 -1.476
H 2.682 -6.424 -0.350
H 2.832 -7.811 0.630
H 3.564 -7.794 -1.020
C -1.071 11.191 -0.330
O -1.229 9.862 0.163
C -2.105 9.807 1.319
C -1.739 8.428 1.998
N -0.338 8.083 2.083
C -0.064 6.758 2.672
C 1.379 6.261 2.371
O 1.421 5.596 1.125
C 2.785 5.233 0.812
H -1.930 11.612 -0.854
H -0.244 11.134 -1.037
H -0.662 11.910 0.380
H -3.162 9.941 1.084
H -1.977 10.588 2.069
H -2.244 7.666 1.406
H -2.217 8.500 2.975
H -0.054 8.110 1.114
H -0.889 6.088 2.431
H -0.023 6.769 3.761
H 1.549 5.535 3.165
H 2.076 7.092 2.483
H 3.149 4.417 1.436
H 3.443 6.101 0.849
H 2.885 5.036 -0.255
C -2.544 -0.552 0.140
O -1.150 -0.426 0.098
C -0.692 -0.047 -1.177
C 0.795 0.410 -1.181
N 1.057 1.226 -0.016
C 1.131 2.700 -0.288
C -0.163 3.281 -0.869
O -1.202 2.891 -0.066
C -1.702 3.889 0.881
H -2.896 -1.581 0.057
H -3.077 0.086 -0.565
H -2.925 -0.220 1.106
H -1.345 0.737 -1.560
H -0.749 -0.937 -1.804
H 1.128 0.886 -2.104
H 1.475 -0.436 -1.082
H 0.245 0.966 0.526
H 1.994 2.928 -0.913
H 1.301 3.060 0.726
H -0.454 3.006 -1.883
H -0.162 4.366 -0.977
H -1.991 4.866 0.494
H -1.095 4.088 1.764
H -2.684 3.537 1.199
C 2.276 -0.832 6.741
O 1.281 -0.312 5.797
C 1.358 0.995 5.244
C 0.720 0.926 3.819
N -0.563 1.699 3.840
C -1.577 0.984 4.526
C -2.914 1.764 4.625
O -3.622 1.570 3.417
C -4.833 2.233 3.381
H 2.298 -0.348 7.717
H 3.232 -0.709 6.231
H 2.133 -1.907 6.858
H 2.390 1.343 5.211
H 0.806 1.748 5.806
H 0.491 -0.063 3.422
H 1.447 1.387 3.150
H -0.974 1.731 2.918
H -1.349 0.898 5.588
H -1.658 0.077 3.926
H -2.739 2.797 4.927
H -3.384 1.379 5.530
H -4.942 3.204 3.864
H -5.632 1.658 3.849
H -4.997 2.263 2.304
C -3.868 -10.102 2.241
O -3.813 -8.735 1.922
C -3.481 -7.812 2.977
C -3.531 -6.406 2.320
N -2.670 -6.415 1.130
C -2.785 -5.326 0.163
C -1.335 -5.250 -0.531
O -0.576 -4.270 0.206
C 0.636 -3.888 -0.392
H -4.902 -10.350 2.480
H -3.350 -10.577 3.074
H -3.581 -10.611 1.321
H -2.466 -8.040 3.301
H -4.218 -7.890 3.777
H -3.229 -5.586 2.972
H -4.514 -6.077 1.983
H -2.935 -7.313 0.751
H -3.125 -4.486 0.769
H -3.575 -5.735 -0.467
H -1.679 -4.888 -1.500
H -0.882 -6.227 -0.693
H 0.465 -3.446 -1.374
H 1.354 -4.705 -0.464
H 0.976 -3.189 0.372
C 0.088 -5.382 3.134
O 0.068 -5.380 4.507
C -0.920 -4.586 5.146
C -0.848 -3.017 5.001
N -1.750 -2.480 3.934
C -3.197 -2.626 4.318
C -4.076 -2.360 3.166
O -5.273 -3.056 3.365
C -6.202 -3.215 2.237
H -0.924 -5.457 2.734
H 0.810 -6.169 2.918
H 0.613 -4.523 2.718
H -0.570 -4.663 6.176
H -1.936 -4.975 5.097
H 0.209 -2.765 4.926
H -1.099 -2.475 5.912
H -1.476 -3.039 3.138
H -3.365 -1.874 5.089
H -3.628 -3.504 4.799
H -3.595 -2.702 2.249
H -4.401 -1.343 2.945
H -7.141 -3.571 2.660
H -5.922 -3.762 1.337
H -6.514 -2.256 1.824
C 0.252 -2.219 -12.176
O -0.238 -2.412 -10.906
C -1.210 -3.476 -10.973
C -1.856 -3.641 -9.574
N -0.859 -4.325 -8.655
C -1.419 -4.537 -7.341
C -0.848 -3.497 -6.317
O -1.290 -3.920 -5.008
C -1.151 -2.897 -4.040
H -0.422 -2.055 -13.017
H 0.931 -3.027 -12.451
H 0.963 -1.394 -12.132
H -0.707 -4.391 -11.288
H -2.019 -3.151 -11.628
H -2.731 -4.259 -9.778
H -2.270 -2.761 -9.083
H 0.047 -3.879 -8.644
H -1.115 -5.515 -6.968
H -2.491 -4.344 -7.377
H -1.104 -2.543 -6.777
H 0.228 -3.659 -6.379
H -1.538 -3.272 -3.092
H -1.708 -1.968 -4.158
H -0.099 -2.663 -3.872
C 3.845 2.782 -3.223
O 3.060 3.913 -3.423
C 3.306 4.475 -4.688
C 2.404 5.673 -4.607
N 3.021 6.734 -3.845
C 2.136 7.819 -3.470
C 2.927 8.812 -2.518
O 2.996 8.454 -1.131
C 1.935 8.691 -0.267
H 3.558 2.179 -2.361
H 4.832 3.151 -2.942
H 3.972 2.152 -4.104
H 3.065 3.757 -5.472
H 4.380 4.640 -4.765
H 1.441 5.502 -4.127
H 2.211 5.920 -5.651
H 3.556 6.446 -3.038
H 1.335 7.340 -2.907
H 1.832 8.444 -4.310
H 2.414 9.771 -2.462
H 3.871 9.128 -2.963
H 2.338 8.767 0.743
H 1.234 7.865 -0.388
H 1.528 9.689 -0.431
```

Question: Look up the total charge of the first one.
Answer: +1

Question: Among the records above, which one has the highest energy?
Answer: C48H120N8O16